# 1
Here is a molecular structure, C4H6O2Sr in a non-equilibrium geometry from the Open Molecules 2025 dataset. Energies are from ωB97M-V/def2-TZVPD.

Cartesian coordinates (Å):
1 C -1.354 1.168 -2.382
2 O -1.537 1.898 -3.496
3 H -1.210 0.110 -2.605
4 H -1.949 2.751 -3.311
5 C -3.444 0.112 0.115
6 C -2.113 0.605 0.037
7 C -1.773 1.580 -1.047
8 O -0.363 1.647 -1.417
9 Sr 1.482 3.333 -1.360
10 H -4.171 0.943 0.125
11 H -1.585 -0.374 -0.085
12 H -2.320 1.038 1.149
13 H -2.230 2.570 -0.952

Atoms 1-3, force components in eV/Å:
C 0.0 -0.6 0.2
O 0.1 0.1 -0.2
H -0.1 0.3 0.0

The total energy comes out at -9162.90663 eV. Its spin multiplicity is 2. As for the total charge: +1. The HOMO energy (alpha / beta) comes out at -9.58 / -11.83 eV. The energy above the lowest of the compared OMol25 structures with the same formula, charge and spin is 3.028 eV. The orbital gap (alpha / beta) comes out at 6.038 / 7.725 eV.

Results of the Mulliken charge analysis, in e, for atoms 1 through 2: 0.1557, -0.4803


# 2
Here is 4 unconnected molecules or ions with the total composition C4H12O6 in a non-equilibrium geometry from the Open Molecules 2025 dataset. Energies are from ωB97M-V/def2-TZVPD.

Cartesian coordinates (Å):
1 O -2.511 0.803 -1.662
2 C -1.445 0.279 -1.791
3 C -1.038 -1.100 -1.401
4 C 0.472 -1.241 -1.131
5 C 0.794 -1.663 0.261
6 O 1.634 -2.434 0.616
7 O 0.086 -0.955 1.187
8 H -0.614 0.837 -2.273
9 H -1.628 -1.452 -0.554
10 H -1.254 -1.832 -2.185
11 H 1.025 -0.356 -1.464
12 H 0.944 -1.975 -1.789
13 H 0.115 -1.408 2.061
14 O 0.715 2.423 1.335
15 H 0.007 2.797 0.791
16 H 0.426 2.715 2.181
17 O -1.976 1.584 1.379
18 H -1.431 0.785 1.455
19 H -2.398 1.517 0.513
20 O 2.949 0.901 0.166
21 H 2.833 1.865 0.199
22 H 3.084 0.573 1.052

Atoms 1-3, force components in eV/Å:
O -0.7 0.0 0.4
C 0.9 0.2 -0.7
C 0.2 -1.1 0.4

The total energy comes out at -16627.50740 eV. Its spin multiplicity is 1. The HOMO energy comes out at -10.47 eV. The energy above the lowest of the compared OMol25 structures with the same formula, charge and spin is 0.187 eV. The orbital gap comes out at 10.915 eV.

Results of the Mulliken charge analysis, in e, for atoms 1 through 2: -0.5060, -0.1242


# 3
Here is a molecular structure, C8H8N3OP3 in a non-equilibrium geometry from the Open Molecules 2025 dataset. Energies are from ωB97M-V/def2-TZVPD.

Cartesian coordinates (Å):
1 C -0.583 3.423 -1.475
2 C -1.455 2.568 -0.746
3 C 0.782 3.229 -1.493
4 C -0.884 1.462 -0.142
5 C 1.318 2.255 -0.715
6 C 0.510 1.307 -0.083
7 C 1.039 -3.518 -0.354
8 C 1.386 -2.326 0.115
9 N -1.823 -2.646 2.647
10 N -2.619 -2.225 -0.238
11 N 0.540 -1.596 2.343
12 O 0.981 0.231 0.581
13 P -0.259 -2.533 3.327
14 P -1.979 -2.386 1.091
15 P 0.139 -1.155 0.778
16 H -1.122 4.258 -2.092
17 H -2.505 2.733 -0.491
18 H 1.443 3.981 -1.945
19 H -1.564 0.821 0.343
20 H 2.411 2.209 -0.667
21 H 1.873 -4.180 -0.437
22 H -0.031 -3.640 -0.679
23 H 2.404 -2.274 0.330

Atoms 1-3, force components in eV/Å:
C -3.3 1.4 -1.1
C 1.5 0.3 -0.2
C -0.7 1.7 0.0

The total energy comes out at -42805.70571 eV. Its spin multiplicity is 1. The HOMO energy comes out at -8.88 eV. The energy above the lowest of the compared OMol25 structures with the same formula, charge and spin is 4.559 eV. The orbital gap comes out at 7.382 eV.

Results of the Mulliken charge analysis, in e, for atoms 1 through 2: -0.2130, -0.7285


# 4
Here is 2 unconnected molecules or ions with the total composition C4H11N3O2 in a non-equilibrium geometry from the Open Molecules 2025 dataset. Energies are from ωB97M-V/def2-TZVPD.

Cartesian coordinates (Å):
1 C -1.656 -1.022 2.740
2 N -0.760 -0.784 1.637
3 C -0.320 0.409 1.409
4 N -0.937 1.543 2.114
5 N 0.747 0.581 0.548
6 H -2.558 -1.642 2.415
7 H -1.877 -0.147 3.320
8 H -1.173 -1.835 3.437
9 H -1.802 1.773 1.874
10 H -0.488 2.422 1.916
11 H 1.602 0.050 0.307
12 H 0.965 1.459 0.170
13 C 0.762 0.218 -3.360
14 C 1.502 -0.569 -2.395
15 O 2.344 -0.198 -1.516
16 O 1.027 -1.854 -2.301
17 H 0.175 1.230 -3.035
18 H 0.105 -0.354 -4.087
19 H 1.503 0.811 -3.953
20 H 0.841 -2.092 -1.240

Atoms 1-3, force components in eV/Å:
C 0.2 -3.2 0.4
N 0.8 0.9 -0.4
C -1.2 -1.4 1.1

The total energy comes out at -12889.77139 eV. Its spin multiplicity is 1. The HOMO energy comes out at -8.32 eV. The energy above the lowest of the compared OMol25 structures with the same formula, charge and spin is 3.059 eV. The orbital gap comes out at 8.712 eV.

Results of the Mulliken charge analysis, in e, for atoms 1 through 2: -0.7589, -0.4594


# 5
Here is 2 unconnected molecules or ions with the total composition C12H27N3O4P in a non-equilibrium geometry from the Open Molecules 2025 dataset. Energies are from ωB97M-V/def2-TZVPD.

Cartesian coordinates (Å):
1 C 4.944 -1.265 -1.703
2 C 5.004 -0.974 -3.183
3 C 6.175 -1.555 -3.919
4 N 4.112 -0.320 -3.831
5 O 3.840 0.964 -3.200
6 C 2.682 0.985 -2.515
7 O 2.645 1.368 -1.369
8 O 1.564 0.621 -3.191
9 P 0.523 -0.345 -2.305
10 N 1.052 -1.951 -2.473
11 O -0.841 -0.299 -3.217
12 H 5.931 -1.163 -1.257
13 H 4.269 -0.600 -1.172
14 H 4.595 -2.294 -1.635
15 H 6.519 -0.885 -4.697
16 H 5.930 -2.526 -4.356
17 H 6.994 -1.726 -3.227
18 H 0.804 -2.383 -3.358
19 H 0.737 -2.522 -1.703
20 H -0.783 -0.955 -3.925
21 C -4.329 -1.164 3.311
22 C -4.667 0.086 2.497
23 C -3.602 0.563 1.524
24 N -2.335 1.140 2.133
25 C -2.570 1.785 3.458
26 C -1.258 0.070 2.247
27 C -0.509 0.136 0.934
28 C -0.415 1.629 0.667
29 C -1.738 2.193 1.176
30 H -3.415 -1.057 3.897
31 H -5.136 -1.374 4.011
32 H -4.219 -2.035 2.663
33 H -4.967 0.896 3.163
34 H -5.553 -0.138 1.900
35 H -4.041 1.354 0.919
36 H -3.296 -0.235 0.848
37 H -2.854 1.029 4.183
38 H -3.348 2.536 3.347
39 H -1.642 2.254 3.774
40 H -0.610 0.339 3.080
41 H -1.724 -0.892 2.439
42 H -1.069 -0.361 0.141
43 H 0.470 -0.333 0.992
44 H -0.256 1.848 -0.385
45 H 0.419 2.065 1.218
46 H -2.439 2.373 0.368
47 H -1.596 3.117 1.729

Atoms 1-3, force components in eV/Å:
C 0.6 1.3 -0.2
C -0.2 0.0 1.1
C -0.6 -1.1 -0.4

The total energy comes out at -34823.78145 eV. Its spin multiplicity is 1. As for the total charge: +1. The HOMO energy comes out at -11.21 eV. The energy above the lowest of the compared OMol25 structures with the same formula, charge and spin is 0.790 eV. The orbital gap comes out at 8.976 eV.

Results of the Mulliken charge analysis, in e, for atoms 1 through 2: -0.9838, 0.9289


# 6
Here is 2 unconnected molecules or ions with the total composition C24H26ClN3O4 in a non-equilibrium geometry from the Open Molecules 2025 dataset. Energies are from ωB97M-V/def2-TZVPD.

Cartesian coordinates (Å):
1 C -3.336 -2.353 5.152
2 C -2.816 -2.694 3.781
3 C -1.920 -3.761 3.616
4 C -1.423 -4.088 2.346
5 C -1.819 -3.352 1.223
6 C -2.719 -2.295 1.382
7 C -3.297 -1.355 0.423
8 C -2.969 -1.302 -1.008
9 C -2.295 -0.177 -1.511
10 C -1.941 -0.101 -2.861
11 C -2.265 -1.149 -3.726
12 C -2.939 -2.271 -3.233
13 C -3.290 -2.357 -1.881
14 Cl -4.147 -3.778 -1.326
15 C -4.126 -0.508 1.135
16 C -4.973 0.595 0.665
17 O -5.432 1.343 1.515
18 O -5.252 0.725 -0.650
19 N -4.053 -0.888 2.475
20 C -3.207 -1.972 2.645
21 H -3.804 -1.364 5.164
22 H -2.515 -2.351 5.876
23 H -4.077 -3.094 5.466
24 H -1.604 -4.340 4.479
25 H -0.726 -4.913 2.232
26 H -1.435 -3.596 0.237
27 H -2.033 0.638 -0.842
28 H -1.411 0.770 -3.234
29 H -1.992 -1.095 -4.776
30 H -3.194 -3.089 -3.899
31 H -5.843 1.488 -0.701
32 H -4.553 -0.413 3.226
33 C 4.672 4.306 0.973
34 N 3.336 3.747 0.766
35 C 2.974 2.804 -0.108
36 O 1.800 2.460 -0.158
37 C 4.027 2.184 -1.051
38 C 4.215 3.045 -2.305
39 C 3.199 2.453 -3.280
40 C 3.267 0.961 -2.966
41 N 3.629 0.867 -1.560
42 C 3.537 -0.282 -0.861
43 C 3.867 -0.278 0.623
44 O 3.220 -1.346 -1.381
45 H 5.349 3.537 1.348
46 H 5.064 4.712 0.039
47 H 4.621 5.113 1.706
48 H 2.580 4.101 1.335
49 H 4.978 2.103 -0.526
50 H 4.026 4.103 -2.120
51 H 5.223 2.903 -2.699
52 H 2.202 2.831 -3.049
53 H 3.461 2.662 -4.318
54 H 2.301 0.488 -3.155
55 H 4.041 0.486 -3.570
56 H 3.134 0.326 1.153
57 H 3.814 -1.300 0.995
58 H 4.870 0.110 0.780

Atoms 1-3, force components in eV/Å:
C 0.0 0.0 -0.1
C 0.3 -0.4 0.5
C -0.6 0.9 -0.5

The total energy comes out at -50494.69616 eV. Its spin multiplicity is 1. The HOMO energy comes out at -7.82 eV. The energy above the lowest of the compared OMol25 structures with the same formula, charge and spin is 0.520 eV. The orbital gap comes out at 8.253 eV.

Results of the Mulliken charge analysis, in e, for atoms 1 through 2: -1.6496, 1.0765


- What is the formula in the sixth record?
  C24H26ClN3O4